No. 1
C2H3NO3 in the gas phase in a non-equilibrium geometry. Source: the Open Molecules 2025 dataset; level of theory: ωB97M-V with the def2-TZVPD basis set.

Each line ends with the natural charge from an NBO analysis.
Cartesian coordinates (Å):
C  -0.555  0.492  0.028  -0.215
C  -0.656  -0.965  -0.161  0.408
N  1.668  0.092  0.366  0.370
O  2.774  0.441  0.105  -0.263
O  0.747  0.956  -0.222  -0.382
O  0.190  -1.670  -0.641  -0.481
H  -1.463  1.067  -0.569  0.244
H  -0.976  0.796  1.008  0.213
H  -1.730  -1.207  0.087  0.107

As for the energy above the lowest of the compared OMol25 structures with the same formula, charge and spin: 491.3 kJ/mol. The HOMO-LUMO gap comes out at 10.4 eV. Its SMILES is O=CCON=O.

No. 2
2 unconnected molecules or ions with the total composition C29H32BF3O3 in a non-equilibrium geometry. Source: the Open Molecules 2025 dataset; level of theory: ωB97M-V with the def2-TZVPD basis set.

Each line ends with the natural charge from an NBO analysis.
Cartesian coordinates (Å):
C  -2.060  5.865  -0.649  -0.644
C  -1.610  4.790  0.219  0.246
C  -1.472  4.763  1.577  -0.327
C  -1.028  3.444  1.913  -0.338
C  -0.919  2.739  0.742  0.089
B  -0.648  1.145  0.545  0.745
C  0.986  1.351  0.476  -0.174
C  1.754  1.021  1.577  -0.246
C  3.139  1.230  1.560  -0.218
C  3.737  1.738  0.412  -0.156
C  5.237  1.912  0.331  0.971
F  5.782  1.048  -0.594  -0.352
F  5.594  3.169  -0.057  -0.325
F  5.861  1.659  1.518  -0.332
C  2.977  2.039  -0.710  -0.214
C  1.593  1.838  -0.675  -0.209
O  -1.209  0.530  1.724  -0.718
C  -2.109  -0.458  1.252  0.252
C  -1.400  -1.801  1.347  -0.615
C  -3.373  -0.482  2.105  -0.627
C  -2.360  -0.030  -0.288  0.249
C  -2.633  -1.202  -1.218  -0.614
C  -3.478  0.997  -0.451  -0.643
O  -1.130  0.574  -0.669  -0.724
O  -1.259  3.574  -0.304  -0.443
H  -2.415  6.681  -0.015  0.221
H  -1.223  6.224  -1.245  0.211
H  -2.864  5.565  -1.328  0.214
H  -1.697  5.572  2.262  0.209
H  -0.817  3.111  2.925  0.218
H  1.277  0.614  2.469  0.221
H  3.740  0.980  2.429  0.216
H  3.462  2.436  -1.601  0.217
H  0.999  2.102  -1.550  0.227
H  -2.022  -2.634  1.004  0.196
H  -0.483  -1.779  0.745  0.181
H  -1.113  -2.012  2.385  0.208
H  -4.072  -1.250  1.742  0.196
H  -3.126  -0.736  3.143  0.211
H  -3.883  0.488  2.097  0.226
H  -3.463  -1.823  -0.855  0.199
H  -2.923  -0.822  -2.205  0.210
H  -1.746  -1.834  -1.353  0.190
H  -4.459  0.509  -0.389  0.196
H  -3.432  1.786  0.308  0.232
H  -3.404  1.462  -1.443  0.221
C  1.947  -3.028  0.832  -0.490
C  3.277  -2.266  1.172  -0.489
C  3.477  -1.400  -0.025  0.127
C  2.423  -1.477  -0.908  -0.319
C  1.483  -2.434  -0.478  0.319
C  0.552  -3.106  -1.350  -0.099
C  0.429  -2.732  -2.726  -0.115
C  -0.570  -3.302  -3.517  -0.225
C  -1.440  -4.263  -2.980  -0.120
C  -1.226  -4.752  -1.683  -0.228
C  -0.256  -4.174  -0.874  -0.128
H  2.150  -4.111  0.713  0.252
H  1.221  -2.928  1.651  0.276
H  3.157  -1.687  2.097  0.273
H  4.121  -2.958  1.318  0.251
H  4.362  -0.788  -0.173  0.252
H  2.298  -0.898  -1.816  0.259
H  1.120  -2.002  -3.159  0.226
H  -0.652  -3.010  -4.566  0.234
H  -2.268  -4.648  -3.582  0.231
H  -1.803  -5.595  -1.303  0.232
H  -0.111  -4.538  0.149  0.226

As for the energy above the lowest of the compared OMol25 structures with the same formula, charge and spin: 225.9 kJ/mol. The HOMO-LUMO gap comes out at 3.3 eV.

No. 3
6 unconnected molecules or ions with the total composition C37H58FIN3O11P in a non-equilibrium geometry. Source: the Open Molecules 2025 dataset; level of theory: ωB97M-V with the def2-TZVPD basis set.

Each line ends with the Löwdin charge.
Cartesian coordinates (Å):
C  6.173  2.011  -1.189  0.024
C  5.125  2.169  -2.304  -0.504
O  5.476  2.585  -3.383  0.099
O  3.839  1.819  -2.016  -0.047
C  2.894  2.595  -2.758  -0.164
C  1.577  2.825  -1.974  -0.131
C  0.613  3.650  -2.886  -0.193
C  -0.845  3.477  -2.421  -0.187
C  -1.541  4.598  -1.794  -0.478
I  -0.511  6.483  -1.594  0.950
C  -2.854  4.386  -1.350  -0.182
C  -3.699  5.462  -0.647  -0.160
C  -4.997  5.828  -1.387  -0.258
N  -5.083  6.465  -2.477  0.094
C  -3.482  3.109  -1.522  -0.152
N  -4.744  2.971  -1.032  0.157
C  -5.262  1.776  -1.203  -0.077
C  -4.560  0.737  -1.889  -0.245
P  -5.424  -0.891  -2.104  0.490
O  -4.500  -1.886  -1.562  -0.262
O  -6.799  -0.944  -1.232  -0.122
O  -5.662  -1.260  -3.667  -0.127
N  -3.346  0.806  -2.389  0.187
C  -2.822  2.039  -2.157  -0.143
C  -1.476  2.269  -2.604  -0.105
C  -0.775  1.098  -3.304  -0.025
C  -0.544  -0.042  -2.317  -0.443
O  -0.799  0.013  -1.154  0.157
F  -0.029  -1.202  -2.808  0.097
H  6.863  2.866  -1.193  0.089
H  5.629  2.001  -0.230  0.082
H  6.745  1.080  -1.319  0.096
H  2.603  2.107  -3.706  0.133
H  3.291  3.598  -2.987  0.136
H  1.764  3.356  -1.023  0.130
H  1.121  1.866  -1.676  0.099
H  0.686  3.257  -3.917  0.113
H  0.911  4.703  -2.934  0.021
H  -3.986  5.046  0.335  0.107
H  -3.162  6.397  -0.435  0.059
H  -5.946  5.547  -0.899  0.100
H  -4.129  6.672  -2.799  0.046
H  -6.261  1.571  -0.813  0.111
H  -7.562  -0.784  -1.811  0.084
H  -6.294  -0.669  -4.108  0.089
H  -1.483  0.723  -4.069  0.139
H  0.125  1.400  -3.849  0.113
C  2.405  -1.803  0.767  -0.155
C  2.539  -1.280  -0.655  -0.156
C  3.886  -0.582  -0.608  -0.214
O  4.681  -1.287  0.356  -0.139
C  3.839  -2.184  1.096  -0.199
H  1.711  -2.638  0.866  0.116
H  2.068  -0.999  1.428  0.116
H  2.574  -2.118  -1.356  0.122
H  1.730  -0.620  -0.956  0.080
H  3.784  0.448  -0.269  0.099
H  4.394  -0.584  -1.572  0.117
H  4.063  -3.202  0.772  0.100
H  4.063  -2.102  2.161  0.112
C  -4.840  -5.479  -4.630  -0.171
C  -5.503  -5.272  -3.277  -0.165
C  -6.772  -4.532  -3.663  -0.204
O  -7.131  -4.981  -4.977  -0.144
C  -6.040  -5.725  -5.532  -0.209
H  -4.121  -6.297  -4.647  0.111
H  -4.325  -4.564  -4.934  0.114
H  -5.754  -6.240  -2.834  0.114
H  -4.890  -4.720  -2.565  0.109
H  -6.601  -3.454  -3.711  0.086
H  -7.596  -4.725  -2.973  0.117
H  -6.321  -6.784  -5.538  0.115
H  -5.867  -5.406  -6.561  0.114
C  4.051  -7.195  3.309  -0.168
C  4.895  -7.596  2.109  -0.172
C  4.488  -6.555  1.078  -0.201
O  4.152  -5.367  1.804  -0.161
C  4.056  -5.679  3.199  -0.195
H  4.441  -7.553  4.261  0.114
H  3.033  -7.576  3.192  0.114
H  5.956  -7.489  2.349  0.114
H  4.723  -8.618  1.772  0.111
H  3.600  -6.873  0.520  0.118
H  5.284  -6.334  0.366  0.117
H  4.928  -5.249  3.703  0.103
H  3.155  -5.225  3.615  0.119
C  7.112  -1.915  6.326  -0.174
C  7.096  -2.081  4.813  -0.169
C  7.387  -3.565  4.661  -0.206
O  6.844  -4.213  5.817  -0.148
C  6.491  -3.223  6.790  -0.207
H  6.569  -1.038  6.678  0.111
H  8.143  -1.843  6.681  0.113
H  6.100  -1.853  4.425  0.110
H  7.815  -1.451  4.293  0.114
H  8.465  -3.759  4.641  0.118
H  6.940  -3.989  3.761  0.106
H  5.398  -3.154  6.821  0.116
H  6.847  -3.534  7.773  0.115
C  -5.625  7.901  3.581  -0.176
C  -4.801  7.004  4.486  -0.175
C  -3.830  6.374  3.503  -0.206
O  -3.609  7.332  2.457  -0.154
C  -4.581  8.382  2.588  -0.202
H  -6.122  8.717  4.104  0.113
H  -6.387  7.311  3.066  0.114
H  -4.256  7.612  5.213  0.115
H  -5.390  6.268  5.032  0.113
H  -4.253  5.471  3.049  0.112
H  -2.876  6.116  3.966  0.117
H  -4.065  9.275  2.957  0.117
H  -5.007  8.607  1.608  0.116

The HOMO-LUMO gap comes out at 7.6 eV. Its SMILES is [H]/N=C\Cc1c(I)c(CCCOC(C)=O)c(CC(=O)F)c2nc(P(=O)(O)O)cnc12.C1CCOC1.C1CCOC1.C1CCOC1.C1CCOC1.C1CCOC1.

No. 4
2 unconnected molecules or ions with the total composition C4H8NO3 in a non-equilibrium geometry. Source: the Open Molecules 2025 dataset; level of theory: ωB97M-V with the def2-TZVPD basis set.

Each line ends with the natural charge from an NBO analysis.
Cartesian coordinates (Å):
C  2.033  -0.584  0.180  -0.715
C  1.093  -1.768  0.190  0.665
O  1.445  -2.873  -0.191  -0.614
N  -0.223  -1.487  0.377  -0.842
H  -0.773  -2.329  0.429  0.409
H  -0.541  -0.570  0.667  0.396
H  1.864  -0.046  -0.772  0.231
H  3.083  -0.719  0.400  0.249
H  1.642  0.230  0.824  0.207
C  -1.411  1.252  -0.914  -0.715
C  -1.349  1.794  0.567  0.719
O  -1.091  2.925  0.861  -0.544
O  -1.619  0.799  1.342  -0.196
H  -0.390  1.066  -1.252  0.248
H  -1.802  1.977  -1.636  0.261
H  -1.961  0.331  -1.072  0.242

As for the energy above the lowest of the compared OMol25 structures with the same formula, charge and spin: 50.8 kJ/mol. The HOMO-LUMO gap (spin up / spin down) comes out at 10.4 / 5.9 eV. As for the expectation value of S²: 0.754. As for the spin multiplicity: 2.